Entry 1:
This record from OMol25 describes a cluster of 3 separate species, C4H12O3 in total. The level of theory is the ωB97M-V functional and the def2-TZVPD basis.

## Properties
relative energy (zero: lowest compared OMol25 entry of this formula, charge and spin)	232.1	kJ/mol
gap between HOMO and LUMO	9.8	eV
2S+1	1
total charge	0
highest occupied orbital energy	-0.3371	Ha
SMILES	C/C=C/CO.O.O

Element x y z (Å)
1 H 1.41948 1.34583 1.25779
2 H -2.86070 -2.54047 -0.65772
3 C -0.97327 -0.17163 0.35990
4 C -1.57188 -1.50654 0.55415
5 H 5.30047 1.97404 1.26869
6 H 1.78715 1.30611 -0.46492
7 O -2.82441 -1.74722 -0.11107
8 H -1.72368 -1.70303 1.61098
9 H 0.44383 2.31327 0.01536
10 O -2.89811 -1.33610 -3.08909
11 H -3.50407 -0.64149 -2.88275
12 H -0.93625 -2.33912 0.23165
13 H -1.66084 0.67555 0.46695
14 H -3.01144 -2.11480 -2.55229
15 O 5.61919 2.73121 1.75566
16 H 0.81455 -0.52547 -0.73698
17 C 0.98565 1.39754 0.26549
18 C 0.32284 0.04822 0.04727
19 H 5.27148 2.83411 2.66092

The net atomic charges from Löwdin, expressed in e, are: 0.068 0.065 -0.102 -0.256 0.022 0.056 -0.094 0.112 0.079 -0.039 0.026 0.120 0.119 0.005 -0.068 0.107 -0.108 -0.158 0.046

=====

Entry 2:
This record from OMol25 describes a cluster of 5 separate species, C4H12O3 in total. The level of theory is the ωB97M-V functional and the def2-TZVPD basis.

## Properties
relative energy (zero: lowest compared OMol25 entry of this formula, charge and spin)	966.2	kJ/mol
gap between HOMO and LUMO	5.2	eV
2S+1	1
total charge	0
highest occupied orbital energy	-0.3497	Ha

Element x y z (Å)
1 H -3.38023 -1.85131 -0.38151
2 H 0.76927 1.01639 -0.91146
3 C -1.37224 1.34249 -0.61838
4 H -1.89560 -0.29477 2.91392
5 C -0.21899 0.62375 -0.64869
6 H -2.36695 0.14666 3.30705
7 H 0.94985 -2.54288 -1.06144
8 O -2.64336 -1.27215 -0.08371
9 H 1.87677 -0.86498 -0.85792
10 C -0.20625 -0.79039 -0.57376
11 O 2.06677 0.77408 1.38225
12 H 3.53773 0.40546 -1.24746
13 C 0.92455 -1.48205 -0.89284
14 O 2.59991 0.41728 -1.02304
15 H 1.83253 1.66517 1.58336
16 H 2.34979 0.82235 0.39053
17 H -1.14410 -1.28016 -0.19169
18 H -1.38288 2.40456 -0.43446
19 H -2.29659 0.76047 -0.65075

The net atomic charges from Löwdin, expressed in e, are: 0.001 0.095 0.154 0.008 -0.108 0.012 0.105 -0.267 0.030 -0.044 -0.121 0.020 0.239 -0.293 -0.001 -0.032 0.054 0.081 0.069

=====

Entry 3:
This record from OMol25 describes a structure of composition C4H12O4. The level of theory is the ωB97M-V functional and the def2-TZVPD basis.

## Properties
relative energy (zero: lowest compared OMol25 entry of this formula, charge and spin)	12.6	kJ/mol
gap between HOMO and LUMO (spin up / spin down)	7.0 / 8.8	eV
2S+1	2
total charge	-1
highest occupied orbital energy (spin up / spin down)	-0.1155 / -0.1848	Ha

Element x y z (Å)
1 O 1.48702 -0.61949 1.53406
2 O -0.54448 0.19649 -2.04515
3 H -1.15665 -1.72114 -0.70033
4 H -1.85800 -2.15703 1.34256
5 H -3.27443 -0.00349 2.34792
6 H -1.98452 0.93895 1.87764
7 C -1.79322 -1.08083 1.19254
8 H 2.27727 0.85546 -1.81291
9 H 2.28483 -0.31374 1.10612
10 O 2.51469 0.84528 -0.64581
11 H 1.88020 0.44392 -3.65752
12 H 0.86144 -0.77757 0.83540
13 H 3.39170 1.23222 -0.55805
14 C -0.68460 0.26666 -0.68762
15 O 1.74987 1.05288 -2.90820
16 C -2.19011 -0.09477 2.15909
17 H 0.26487 0.72952 -2.24896
18 H -0.39282 1.19129 -0.21456
19 C -1.15548 -0.84755 -0.04972
20 H -1.67758 -0.13707 3.13349

The net atomic charges from Löwdin, expressed in e, are: -0.088 -0.030 0.105 0.083 0.067 0.067 -0.187 -0.050 -0.011 -0.273 -0.013 -0.034 -0.035 -0.192 -0.314 -0.152 0.023 0.123 -0.165 0.074

=====

Entry 4:
This record from OMol25 describes a cluster of 3 separate species, C4H12O4 in total. The level of theory is the ωB97M-V functional and the def2-TZVPD basis.

## Properties
relative energy (zero: lowest compared OMol25 entry of this formula, charge and spin)	67.5	kJ/mol
gap between HOMO and LUMO	10.6	eV
2S+1	1
total charge	0
highest occupied orbital energy	-0.3761	Ha
SMILES	CCCC(=O)O.O.O

Element x y z (Å)
1 O 1.15984 -1.46189 -1.53633
2 H -1.35804 -0.80665 -0.49082
3 H 0.87136 0.20386 0.50420
4 C 0.37226 0.53696 -0.40386
5 O 1.78536 0.49799 -2.31208
6 C -1.85001 0.82070 0.87281
7 H -1.89616 0.16378 1.73872
8 H 1.34942 1.28906 2.91771
9 H -1.38555 1.75055 1.17359
10 H -1.99948 -1.38954 1.44578
11 H 0.42183 -1.83735 -1.04095
12 H 1.05841 2.51355 2.13618
13 H -2.91800 0.99676 0.74207
14 C -1.13642 0.25433 -0.33820
15 O 1.58885 1.71033 2.07995
16 C 1.06191 -0.10605 -1.57320
17 O -2.24425 -2.20376 1.91105
18 H -1.52106 0.75773 -1.23197
19 H 0.51518 1.60997 -0.40164
20 H -3.04652 -2.42426 1.42340

The net atomic charges from Löwdin, expressed in e, are: 0.106 0.097 0.110 -0.129 0.123 -0.101 0.053 0.052 0.072 -0.029 0.099 0.043 0.085 -0.239 -0.051 -0.517 -0.058 0.121 0.119 0.045

=====

Entry 5:
This record from OMol25 describes a cluster of 2 separate species, C4H12OS in total. The level of theory is the ωB97M-V functional and the def2-TZVPD basis.

## Properties
relative energy (zero: lowest compared OMol25 entry of this formula, charge and spin)	136.4	kJ/mol
gap between HOMO and LUMO	9.1	eV
2S+1	1
total charge	0
highest occupied orbital energy	-0.3023	Ha
SMILES	CCO.CSC

Element x y z (Å)
1 C 1.32294 -1.76134 1.11013
2 H 0.52779 -2.02443 1.80659
3 C 2.15617 -0.62425 1.71134
4 H 2.31641 0.09943 0.91350
5 S -2.68439 1.25133 -0.85923
6 H 0.25152 -1.96508 -0.43184
7 C -1.98802 0.54686 -2.43699
8 H 3.17590 -0.93272 1.95841
9 H -1.33796 2.91597 0.19740
10 H 1.95472 -2.58857 0.80998
11 H -2.75639 -0.08341 -2.86180
12 O 0.77045 -1.23640 -0.12475
13 H -0.19279 1.85726 -0.29259
14 H -1.16342 1.40431 1.01394
15 H 1.72647 -0.21878 2.62196
16 C -1.23802 1.83922 0.01514
17 H -1.05041 0.12478 -2.10030
18 H -1.79098 1.39582 -3.05090

The net atomic charges from Löwdin, expressed in e, are: -0.282 0.107 -0.083 0.072 0.720 0.060 -0.370 0.067 0.019 0.104 0.024 -0.104 0.043 0.020 0.067 -0.484 0.011 0.009

=====

Entry 6:
This record from OMol25 describes a cluster of 2 separate species, C4H12OS in total. The level of theory is the ωB97M-V functional and the def2-TZVPD basis.

## Properties
relative energy (zero: lowest compared OMol25 entry of this formula, charge and spin)	17.0	kJ/mol
gap between HOMO and LUMO	9.4	eV
2S+1	1
total charge	0
highest occupied orbital energy	-0.3157	Ha
SMILES	CCSCC.O

Element x y z (Å)
1 H 0.88237 4.14964 0.24316
2 C 2.14581 3.85914 1.99327
3 C 1.09110 3.37463 1.00555
4 H 2.34535 3.08668 2.75490
5 H 0.08402 2.45015 -1.54324
6 H 0.14031 3.14980 1.52602
7 H -0.38770 0.12661 -2.38138
8 O -0.91507 -0.14746 3.25453
9 H 1.37575 0.44164 -2.36402
10 H 0.63213 -0.56027 -1.07852
11 H 1.79482 4.77261 2.50219
12 C 0.24249 1.56814 -0.89332
13 H -0.10730 0.03260 2.72223
14 H 3.08895 4.08860 1.46940
15 S 1.67162 1.87609 0.17340
16 H -0.66079 -0.89031 3.84763
17 H -0.65806 1.45031 -0.26039
18 C 0.48183 0.31698 -1.73001

The net atomic charges from Löwdin, expressed in e, are: 0.078 -0.192 -0.581 0.069 0.078 0.078 0.074 -0.093 0.070 0.069 0.074 -0.581 0.034 0.070 0.819 0.048 0.078 -0.192

=====

Entry 7:
This record from OMol25 describes a cluster of 2 separate species, C4H12OS2 in total. The level of theory is the ωB97M-V functional and the def2-TZVPD basis.

## Properties
relative energy (zero: lowest compared OMol25 entry of this formula, charge and spin)	23.0	kJ/mol
gap between HOMO and LUMO	9.4	eV
2S+1	1
total charge	0
highest occupied orbital energy	-0.3227	Ha
SMILES	CCCSSC.O

Element x y z (Å)
1 H -1.69698 -2.12557 -0.85427
2 H 0.22973 2.90035 -0.25733
3 S -0.09554 1.20733 1.43214
4 H -0.67448 -0.46553 -2.42937
5 O 0.61362 -2.03538 2.45933
6 H -1.12772 0.22669 -0.84866
7 H 1.10032 0.96648 -1.83206
8 H -1.35696 3.06590 0.59097
9 C -0.63294 -1.87942 -0.81272
10 C 0.97420 0.09359 -1.19068
11 H 1.68825 -0.63173 -1.56871
12 H -0.14654 -2.55642 -1.52106
13 S 1.55498 0.46598 0.49430
14 H -0.24509 -1.93370 0.20045
15 H 0.60729 -1.07536 2.32002
16 H 0.02358 3.56549 1.38967
17 C -0.30131 2.85679 0.68278
18 C -0.43176 -0.44269 -1.36084
19 H -0.08266 -2.20279 3.10602

The net atomic charges from Löwdin, expressed in e, are: 0.072 0.028 0.461 0.107 -0.095 0.063 0.064 0.030 -0.097 -0.554 0.070 0.074 0.529 0.037 -0.077 0.003 -0.422 -0.339 0.042

=====

Entry 8:
This record from OMol25 describes the ion C4H12PS with charge +1. The level of theory is the ωB97M-V functional and the def2-TZVPD basis.

## Properties
relative energy (zero: lowest compared OMol25 entry of this formula, charge and spin)	0.0	kJ/mol
gap between HOMO and LUMO	11.2	eV
2S+1	1
total charge	+1
highest occupied orbital energy	-0.5157	Ha

Element x y z (Å)
1 C -0.52714 -0.38191 1.57323
2 H -0.55972 0.65338 1.91023
3 S -1.38502 0.36193 -1.45338
4 H -0.83764 -2.68026 -0.58253
5 H 0.85557 -2.71105 -0.03585
6 C -1.44079 2.09484 -0.88051
7 H 1.95397 0.33472 -1.34485
8 H -1.51664 -0.82619 1.67559
9 H -0.46983 2.56618 -0.99152
10 H 2.35677 -0.22454 0.29305
11 H -2.15380 2.58425 -1.53773
12 H 0.18087 -0.93092 2.19199
13 H 0.46222 -2.25240 -1.70971
14 C 0.13530 -2.19812 -0.67184
15 P 0.00407 -0.46648 -0.16586
16 H 1.58895 1.35491 0.06448
17 C 1.63482 0.33080 -0.30326
18 H -1.80070 2.14867 0.14163

The net atomic charges from Löwdin, expressed in e, are: -0.191 0.061 0.680 0.068 0.072 -0.392 0.070 0.069 0.038 0.069 0.045 0.069 0.068 -0.205 0.571 0.061 -0.192 0.038

=====

Entry 9:
This record from OMol25 describes a cluster of 2 separate species, C4H12S in total. The level of theory is the ωB97M-V functional and the def2-TZVPD basis.

## Properties
relative energy (zero: lowest compared OMol25 entry of this formula, charge and spin)	57.2	kJ/mol
gap between HOMO and LUMO	9.9	eV
2S+1	1
total charge	0
highest occupied orbital energy	-0.3304	Ha
SMILES	CCS.CC

Element x y z (Å)
1 H -0.17761 0.51188 -0.53765
2 C 0.92973 -0.83304 -1.89926
3 H 2.65449 0.89042 -0.84266
4 H 1.18656 -1.88820 -1.89425
5 H -1.10248 -0.83035 -1.13689
6 H -3.04653 -0.55850 4.00886
7 C -0.10721 -0.56276 -0.78021
8 H -3.77641 0.27749 1.94487
9 S 2.51436 0.07226 -1.90523
10 H -2.20516 0.85033 1.55767
11 H -1.43268 -0.08263 3.53874
12 H -3.30693 1.89875 2.34209
13 H 0.40113 -0.51963 -2.79977
14 C -2.44643 0.30739 3.69925
15 C -2.94897 0.86830 2.37365
16 H 0.03436 -1.08417 0.16343
17 H -2.50200 0.96888 4.55955

The net atomic charges from Löwdin, expressed in e, are: 0.066 -0.610 -0.166 0.052 0.065 0.061 -0.173 0.063 0.647 0.048 0.062 0.057 0.053 -0.168 -0.178 0.063 0.058

=====

Entry 10:
This record from OMol25 describes a cluster of 2 separate species, C4H12S in total. The level of theory is the ωB97M-V functional and the def2-TZVPD basis.

## Properties
relative energy (zero: lowest compared OMol25 entry of this formula, charge and spin)	62.4	kJ/mol
gap between HOMO and LUMO	9.9	eV
2S+1	1
total charge	0
highest occupied orbital energy	-0.3302	Ha
SMILES	CCS.CC

Element x y z (Å)
1 H -2.72663 2.99146 2.64447
2 H 0.56156 -2.11687 -1.10413
3 S -0.26827 0.30344 1.44850
4 H 1.46259 -0.81381 -3.27756
5 H 2.98620 -1.59349 -3.09090
6 H 2.53787 -0.54632 -1.87863
7 H 1.91598 -3.04921 -0.97825
8 C 2.07747 -1.30710 -2.52820
9 C -2.28057 1.99861 2.67236
10 H -1.85988 1.91070 3.70506
11 C -1.36423 1.73497 1.51455
12 H -3.09782 1.30389 2.69102
13 H 0.42550 0.54218 0.28310
14 H -2.07413 1.62880 0.67672
15 C 1.42163 -2.43737 -1.73222
16 H -0.76685 2.63453 1.40985
17 H 1.04956 -3.18440 -2.45574

The net atomic charges from Löwdin, expressed in e, are: 0.074 0.055 0.652 0.059 0.063 0.055 0.057 -0.177 -0.187 0.084 -0.667 0.057 -0.138 0.068 -0.176 0.059 0.062